Entry 1:
# C24H50Cl12N2O8S3

A cluster of 11 separate species, C24H50Cl12N2O8S3 in total (the ωB97M-V functional and the def2-TZVPD basis, the OMol25 dataset).

```
99
Properties=species:S:1:pos:R:3
C -0.9846 -4.0171 0.5546
Cl -1.2871 -4.6808 -1.0287
Cl -2.2475 -2.9757 1.0965
H -0.8079 -4.8239 1.2908
H -0.0263 -3.5106 0.5545
C -4.8870 4.9091 2.2471
Cl -3.2567 5.5185 2.3831
Cl -6.1028 6.1598 2.0493
H -4.8779 4.2644 1.3614
H -5.1165 4.3252 3.1167
C 1.5946 3.0577 3.3260
Cl 0.6995 3.7675 1.9865
Cl 0.4670 2.5658 4.6169
H 2.1726 2.1689 3.0764
H 2.3158 3.7441 3.7258
C -1.7894 -2.3025 6.4437
Cl -1.2744 -3.6014 5.3821
Cl -2.0324 -0.7746 5.6600
H -2.7500 -2.6187 6.8859
H -1.0653 -2.1984 7.2373
C 3.9651 -1.3452 0.9553
Cl 4.8122 -1.0232 -0.5570
Cl 3.3834 0.1468 1.6809
H 3.1668 -2.0787 0.7339
H 4.7150 -1.7927 1.6251
C -5.3680 -2.4432 4.1572
Cl -5.3112 -3.1487 5.7965
Cl -6.5038 -3.1943 3.0772
H -5.5899 -1.3687 4.3268
H -4.3690 -2.5623 3.7586
C 1.5709 3.0690 -1.6731
C 2.7434 2.1083 -1.4169
C 3.6373 2.8369 -0.4956
S 3.7387 4.4482 -1.2639
O 4.8043 4.3695 -2.2314
O 3.7310 5.5363 -0.3276
C 2.1790 4.3517 -2.1535
H 1.1088 3.2059 -0.6604
H 0.8367 2.6187 -2.3582
H 3.2439 1.8268 -2.3351
H 2.4086 1.1438 -1.0134
H 4.6481 2.4574 -0.4349
H 3.1972 2.9751 0.5096
H 2.4182 4.2555 -3.2187
H 1.6812 5.2933 -2.0728
C -0.8859 0.8098 -4.8577
C -1.6521 -0.1143 -5.8018
C -2.4404 0.8331 -6.7224
S -1.3887 2.3259 -6.9002
O -2.0876 3.4940 -6.4342
O -0.8796 2.3341 -8.2333
C -0.1721 1.8455 -5.6750
H -0.1940 0.1430 -4.3217
H -1.5721 1.2485 -4.1314
H -2.2704 -0.8037 -5.1989
H -0.9261 -0.6867 -6.3960
H -3.2719 1.1742 -6.1270
H -2.6166 0.5363 -7.7418
H 0.2637 2.7089 -5.2183
H 0.7373 1.4554 -6.1043
C -1.3259 1.0198 -0.5973
C -0.5418 0.4917 0.6218
C -1.4053 0.6367 1.8683
S -3.0791 0.7368 1.2865
O -3.5441 2.1125 1.3227
O -3.9360 -0.2524 1.8715
C -2.6725 0.4124 -0.4609
H -0.7141 0.7735 -1.4511
H -1.3602 2.1269 -0.4764
H 0.3448 1.1355 0.7211
H -0.1555 -0.5320 0.4164
H -1.2895 1.6377 2.2741
H -1.2860 -0.1236 2.6549
H -3.4375 0.8422 -1.0958
H -2.6320 -0.6662 -0.5620
C 1.4473 -4.3603 3.0959
C 1.1863 -2.8290 3.2525
O 0.6764 -2.1527 2.3507
N 1.6766 -2.3544 4.4207
C 1.5040 -0.9082 4.6883
H 1.6408 -4.6734 2.0385
H 0.5557 -4.8704 3.5174
H 2.3733 -4.6321 3.5921
H 1.9925 -3.0041 5.1393
H 2.4431 -0.4246 4.9681
H 0.7641 -0.7013 5.4626
H 1.1073 -0.4837 3.7562
C 0.6663 -1.9025 -2.3237
C 1.7473 -2.8644 -1.9651
O 1.9944 -3.2234 -0.8182
N 2.4863 -3.3011 -3.0217
C 3.5829 -4.2047 -2.9516
H 1.0299 -0.8948 -2.4920
H -0.0335 -1.8882 -1.5120
H 0.1750 -2.2226 -3.2520
H 2.0303 -3.1724 -3.9148
H 3.4720 -5.1381 -3.5292
H 3.8714 -4.3943 -1.9349
H 4.4097 -3.7178 -3.4712
```

Calculated values
Frontier orbital gap in eV: 10.2
DFT total energy in Eh: -8372.738247
SMILES: O=S1(=O)CCCC1.O=S1(=O)CCCC1.O=S1(=O)CCCC1.CNC(C)=O.CNC(C)=O.ClCCl.ClCCl.ClCCl.ClCCl.ClCCl.ClCCl
E_HOMO in eV: -10.27

Results of the Mulliken charge analysis, in e, for atoms 1 through 2: C 0.69; Cl -0.19

=====

Entry 2:
# C24H51AsBrCoN5PS2Si3

A structure of composition C24H51AsBrCoN5PS2Si3 (the ωB97M-V functional and the def2-TZVPD basis, the OMol25 dataset).

```
89
Properties=species:S:1:pos:R:3
Co 0.6956 -0.0382 0.1816
C 3.7865 0.2296 4.8629
C 2.4331 0.0196 4.2530
C 1.3140 -0.3063 5.0123
C 0.0852 -0.5083 4.3972
C 0.0360 -0.3727 3.0297
Br -1.6000 -0.6444 2.1051
N 1.0768 -0.0520 2.2591
C 2.2530 0.1415 2.8803
H 3.7370 0.2024 5.9487
H 4.2054 1.1908 4.5658
H 4.4781 -0.5491 4.5382
H 1.3936 -0.3965 6.0883
H -0.8004 -0.7520 4.9654
H 3.0864 0.4160 2.2480
C -3.2606 -4.2705 0.5329
Si -1.8759 -5.3244 1.0890
C -1.5627 -6.9133 0.2588
C -0.9692 -4.9212 2.6229
As 0.4236 -2.4078 -0.5165
Si -0.5701 -2.8523 -2.6862
C 0.7425 -2.2933 -3.8766
C -2.0692 -1.7406 -2.6849
C -0.9860 -4.6574 -2.8382
Si 2.4413 -3.6869 -0.0844
C 2.0571 -5.5056 -0.1443
C 2.9931 -3.1388 1.6066
C 3.5749 -3.1243 -1.4547
H -4.1037 -4.4323 1.2169
H -3.5935 -4.5428 -0.4683
H -3.0116 -3.2085 0.5728
H -2.2332 -7.6508 0.7247
H -0.5441 -7.2722 0.4065
H -1.8064 -6.8938 -0.8034
H -1.5342 -5.3462 3.4631
H -0.8881 -3.8469 2.7912
H 0.0186 -5.3827 2.6344
H 1.2128 -1.3632 -3.5649
H 0.2837 -2.1300 -4.8554
H 1.5213 -3.0466 -3.9984
H -1.7958 -0.7243 -2.3894
H -2.8438 -2.0976 -2.0049
H -2.5091 -1.6925 -3.6836
H -0.2229 -5.3059 -2.4086
H -1.0576 -4.9130 -3.8987
H -1.9530 -4.8924 -2.3913
H 1.6485 -5.8636 0.8019
H 2.9935 -6.0467 -0.3059
H 1.3871 -5.7863 -0.9563
H 2.1773 -3.1460 2.3321
H 3.4196 -2.1349 1.5733
H 3.7682 -3.8154 1.9742
H 3.4856 -3.7665 -2.3314
H 4.6063 -3.1911 -1.0986
H 3.3882 -2.0948 -1.7610
S 2.9083 0.8603 -0.2690
C 3.7419 0.9553 -1.7600
N 5.0242 1.2099 -1.8106
C 5.6862 1.1819 -3.1217
C 4.5738 1.2423 -4.1751
S 3.0316 0.7603 -3.3145
H 5.5618 1.3254 -0.9601
H 6.2765 0.2678 -3.1996
H 6.3563 2.0354 -3.2067
H 4.7474 0.5471 -4.9917
H 4.4369 2.2426 -4.5782
C -0.4107 5.0593 -1.0949
N -1.1704 4.1039 -2.0446
C -2.6482 4.0548 -1.5890
N -2.7252 3.6831 -0.2241
C -1.9887 4.6224 0.6200
N -0.5728 4.6508 0.2527
C 0.1240 3.4144 0.5758
P -0.5960 1.9807 -0.3619
C -0.5637 2.7333 -2.0564
C -2.3841 2.2914 0.0342
H -0.8393 6.0482 -1.2597
H 0.6346 5.0522 -1.4037
H -1.1320 4.4903 -2.9914
H -3.1568 3.3418 -2.2375
H -3.0494 5.0552 -1.7508
H -2.0916 4.3366 1.6651
H -2.4096 5.6201 0.4933
H 0.0320 3.2118 1.6450
H 1.1891 3.5022 0.3506
H -1.1284 2.1153 -2.7573
H 0.4644 2.8037 -2.4178
H -2.5533 2.0670 1.0881
H -3.0244 1.6291 -0.5531
```

Calculated values
Frontier orbital gap (spin up / spin down) in eV: 8.0 / 7.0
DFT total energy in Eh: -9416.394743
Expectation value of S²: 6.013
Energy above the lowest of the compared OMol25 structures with the same formula, charge and spin in kcal/mol: 0.0
Spin multiplicity: 5
E_HOMO (spin up / spin down) in eV: -18.41 / -18.87
Total charge: +4

Results of the Mulliken charge analysis, in e, for atoms 1 through 2: Co 0.01; C -1.41

=====

Entry 3:
# C24H51AsN6OSSnTe

A structure of composition C24H51AsN6OSSnTe (the ωB97M-V functional and the def2-TZVPD basis, the OMol25 dataset).

```
86
Properties=species:S:1:pos:R:3
Sn 0.4420 -0.1626 0.1725
C 2.1002 2.5509 -0.9503
C 0.8629 2.9802 -0.1684
N 0.6898 2.1743 1.0539
C 1.7143 2.3566 2.1014
C 2.2516 1.0158 2.5906
N 2.5421 0.0893 1.4657
C 3.7127 0.5204 0.6512
C 3.4414 0.4479 -0.8416
N 2.1493 1.0823 -1.1761
H 3.0060 2.8530 -0.4259
H 2.1052 3.0801 -1.9033
H -0.0236 2.8189 -0.7902
H 0.9247 4.0505 0.0444
H -0.2328 2.3620 1.4346
H 1.3100 2.8914 2.9599
H 2.5224 2.9714 1.7020
H 1.4946 0.5357 3.2082
H 3.1430 1.1845 3.2002
H 2.7485 -0.8125 1.8806
H 4.5869 -0.0949 0.8654
H 3.9744 1.5359 0.9465
H 3.3623 -0.5972 -1.1385
H 4.2811 0.8936 -1.3823
H 1.9605 0.8985 -2.1554
C -2.7295 -1.9370 -0.1561
O -2.1799 -0.7082 -0.6415
H -3.8236 -1.9304 -0.1730
H -2.4024 -2.0564 0.8779
H -2.3816 -2.7943 -0.7447
C 0.2341 -2.0414 -2.7741
N 1.2734 -3.0301 -2.5469
C 1.9689 -3.4868 -3.7492
C 1.7857 -3.1891 -1.3051
N 1.5287 -2.2912 -0.3724
N 2.5628 -4.2842 -1.0819
C 2.2153 -5.5960 -1.6267
C 3.4689 -4.3191 0.0520
H -0.3370 -2.3217 -3.6578
H 0.6572 -1.0442 -2.9487
H -0.4471 -1.9942 -1.9289
H 2.1660 -2.6282 -4.3947
H 1.3644 -4.2016 -4.3083
H 2.9187 -3.9442 -3.4922
H 1.8052 -2.6502 0.5361
H 1.3815 -5.5160 -2.3162
H 1.9224 -6.2617 -0.8121
H 3.0654 -6.0406 -2.1452
H 3.8812 -3.3283 0.2385
H 4.2963 -4.9860 -0.1848
H 2.9865 -4.6926 0.9624
C -0.8395 -1.1067 6.0917
As -1.9246 -1.2549 4.5158
C -2.1690 -3.1254 4.1661
C -3.6519 -0.5650 4.9780
S -1.0755 -0.1818 2.9084
H -1.2995 -1.6403 6.9228
H -0.7495 -0.0502 6.3333
H 0.1455 -1.5180 5.8856
H -2.5509 -3.6046 5.0670
H -1.2188 -3.5706 3.8829
H -2.8867 -3.2425 3.3574
H -4.0524 -1.1284 5.8202
H -4.3129 -0.6553 4.1195
H -3.5479 0.4834 5.2461
C -2.2716 6.2642 -2.3826
C -2.3468 4.7739 -2.2074
C -1.5277 3.9218 -2.9431
C -1.6488 2.5415 -2.8688
C -0.6749 1.7001 -3.6558
C -2.6302 1.9919 -2.0165
Te -3.2027 -0.0123 -2.2345
C -3.4160 2.8336 -1.2031
C -4.4139 2.3307 -0.1889
C -3.2539 4.2099 -1.3209
H -1.3639 6.5635 -2.9039
H -2.3125 6.7802 -1.4232
H -3.1236 6.6092 -2.9716
H -0.7867 4.3499 -3.6101
H -0.1223 2.3127 -4.3671
H -1.1658 0.8948 -4.1978
H 0.0418 1.2368 -2.9715
H -4.2523 1.2880 0.0695
H -5.4343 2.4297 -0.5639
H -4.3434 2.9267 0.7213
H -3.8676 4.8610 -0.7065
```

Calculated values
Frontier orbital gap in eV: 7.6
DFT total energy in Eh: -4464.665228
Energy above the lowest of the compared OMol25 structures with the same formula, charge and spin in kcal/mol: 1.5
E_HOMO in eV: -12.28
Total charge: +2

Results of the Mulliken charge analysis, in e, for atoms 1 through 2: Sn 0.80; C -0.91

=====

What max |F| values result from the calculations? In sequence: 2.02; 0.45; 0.50 eV Å⁻¹.